[1]
DFT (ωB97M-V/def2-TZVPD) results for an isolated molecule of C3H6O3 at a distorted geometry.

Output
ΔE to the lowest compared entry with this formula, charge and spin: 1.7530 eV
E: -9349.5637 eV
HOMO: -9.801 eV
Gap between HOMO and LUMO: 10.55 eV
SMILES string: O=C(O)CCO

The geometry in XYZ format:
```
12
C3H6O3, DFT ωB97M-V/def2-TZVPD
O 1.911 -0.163 0.593
C 1.182 -0.323 -0.381
O 1.356 0.439 -1.483
C -0.150 -0.919 -0.295
C -0.859 0.261 0.980
O -1.254 1.381 0.330
H 2.201 0.915 -1.399
H -0.148 -1.852 0.261
H -0.663 -0.972 -1.252
H -0.234 0.537 1.823
H -1.630 -0.431 1.309
H -1.712 1.127 -0.486
```

For each atom in turn, the natural (NBO) charge in e is:
1 O -0.63
2 C 0.76
3 O -0.69
4 C -0.56
5 C 0.04
6 O -0.69
7 H 0.50
8 H 0.23
9 H 0.22
10 H 0.20
11 H 0.15
12 H 0.48

---

[2]
DFT (ωB97M-V/def2-TZVPD) results for an isolated molecule of C3H6O3 at a distorted geometry.

Output
ΔE to the lowest compared entry with this formula, charge and spin: 1.3351 eV
E: -9349.9816 eV
HOMO: -10.395 eV
Gap between HOMO and LUMO: 11.13 eV
SMILES string: O=C(O)CCO

The geometry in XYZ format:
```
12
C3H6O3, DFT ωB97M-V/def2-TZVPD
O 1.027 -1.496 -0.872
C 0.301 -0.473 -1.058
O -0.849 -0.456 -1.773
C 0.431 0.802 -0.257
C -0.345 0.508 1.087
O -0.292 -0.846 1.575
H -0.960 -1.347 -2.147
H -0.132 1.690 -0.799
H 1.619 1.080 -0.211
H -1.476 0.555 0.992
H 0.020 1.228 1.838
H 0.658 -1.244 1.624
```

For each atom in turn, the natural (NBO) charge in e is:
1 O -0.62
2 C 0.79
3 O -0.67
4 C -0.55
5 C -0.06
6 O -0.73
7 H 0.50
8 H 0.25
9 H 0.24
10 H 0.20
11 H 0.18
12 H 0.48

---

[3]
DFT (ωB97M-V/def2-TZVPD) results for an isolated molecule of C3H6O3 at a distorted geometry.

Output
ΔE to the lowest compared entry with this formula, charge and spin: 0.4942 eV
E: -9350.8225 eV
HOMO: -10.541 eV
Gap between HOMO and LUMO: 11.22 eV
SMILES string: O=C(O)CCO

The geometry in XYZ format:
```
12
C3H6O3, DFT ωB97M-V/def2-TZVPD
O -0.759 -1.669 -1.103
C -0.760 -0.471 -1.059
O -1.179 0.328 -2.053
C -0.386 0.317 0.195
C 0.936 -0.153 0.755
O 1.118 0.314 2.086
H -1.385 -0.234 -2.817
H -1.198 0.130 0.890
H -0.325 1.331 -0.111
H 1.803 0.062 0.130
H 0.850 -1.216 0.930
H 1.287 1.260 2.158
```

For each atom in turn, the natural (NBO) charge in e is:
1 O -0.59
2 C 0.80
3 O -0.68
4 C -0.53
5 C -0.06
6 O -0.72
7 H 0.50
8 H 0.25
9 H 0.22
10 H 0.17
11 H 0.20
12 H 0.47

---

[4]
DFT (ωB97M-V/def2-TZVPD) results for a cluster of 3 separate species, C3H6O3 in total at a distorted geometry.

Output
ΔE to the lowest compared entry with this formula, charge and spin: 8.3217 eV
E: -9342.9950 eV
HOMO: -10.335 eV
Gap between HOMO and LUMO: 10.47 eV

The geometry in XYZ format:
```
12
C3H6O3, DFT ωB97M-V/def2-TZVPD
C 1.598 0.857 0.201
C 0.009 -0.972 -0.624
C -1.945 -0.123 0.491
H 1.959 1.412 -0.915
H 0.395 1.697 0.729
H 2.506 0.651 1.363
H -0.010 -2.157 -1.019
H -0.445 -0.239 -1.483
H -2.523 0.039 1.391
O 1.431 -0.677 -0.194
O -0.717 -1.082 0.669
O -2.258 0.593 -0.608
```

For each atom in turn, the natural (NBO) charge in e is:
1 C -0.35
2 C 0.16
3 C 0.61
4 H 0.23
5 H 0.19
6 H 0.25
7 H 0.19
8 H 0.24
9 H 0.17
10 O -0.59
11 O -0.53
12 O -0.57

---

[5]
DFT (ωB97M-V/def2-TZVPD) results for a cluster of 2 separate species, C3H6O3 in total at a distorted geometry.

Output
ΔE to the lowest compared entry with this formula, charge and spin: 3.9317 eV
E: -9347.3850 eV
HOMO (alpha / beta): -8.518 / -8.519 eV
Gap between HOMO and LUMO (alpha / beta): 8.45 / 8.45 eV

The geometry in XYZ format:
```
12
C3H6O3, DFT ωB97M-V/def2-TZVPD
C 1.136 -0.858 -0.248
C 1.607 0.507 -0.010
C -1.787 -0.730 0.383
O 1.148 -1.982 -0.335
O -1.985 -0.216 -0.964
O -0.666 -0.162 0.881
H 1.391 1.119 -0.954
H 0.947 0.970 0.644
H 2.691 0.545 0.252
H -1.821 -1.846 0.221
H -2.719 -0.385 0.890
H -1.935 0.758 -1.143
```

For each atom in turn, the natural (NBO) charge in e is:
1 C 0.94
2 C -0.77
3 C 0.24
4 O -0.35
5 O -0.81
6 O -0.83
7 H 0.29
8 H 0.33
9 H 0.26
10 H 0.12
11 H 0.13
12 H 0.47

---

[6]
DFT (ωB97M-V/def2-TZVPD) results for a structure of composition C3H6O3PS at a distorted geometry.

Output
ΔE to the lowest compared entry with this formula, charge and spin: 1.4031 eV
E: -29473.0200 eV
HOMO: -3.594 eV
Total charge: -1
Gap between HOMO and LUMO: 7.54 eV

The geometry in XYZ format:
```
14
C3H6O3PS, DFT ωB97M-V/def2-TZVPD
C 1.707 -0.302 -0.276
C 0.848 0.737 0.025
C 0.272 1.138 1.260
O 0.739 -1.163 2.466
O -0.861 0.362 3.443
O -1.544 -1.052 1.597
P -2.411 -0.278 0.446
S -0.223 -0.136 2.215
H 2.057 -0.611 -1.217
H 1.769 -1.119 0.512
H 0.872 1.508 -0.783
H -0.610 1.736 1.234
H -1.235 -0.116 -0.266
H -2.861 -1.445 0.050
```

For each atom in turn, the natural (NBO) charge in e is:
1 C -0.55
2 C -0.21
3 C -0.85
4 O -0.97
5 O -1.00
6 O -1.00
7 P 0.62
8 S 2.31
9 H 0.18
10 H 0.21
11 H 0.18
12 H 0.22
13 H -0.04
14 H -0.09

---

[7]
DFT (ωB97M-V/def2-TZVPD) results for an isolated molecule of C3H6O3S at a distorted geometry.

Output
ΔE to the lowest compared entry with this formula, charge and spin: 1.9309 eV
E: -20182.9948 eV
HOMO: -10.908 eV
Gap between HOMO and LUMO: 9.49 eV

The geometry in XYZ format:
```
13
C3H6O3S, DFT ωB97M-V/def2-TZVPD
C 0.053 1.207 0.262
C 0.840 0.428 -0.538
C 1.289 -0.949 -0.047
O -2.569 0.941 0.040
O -1.425 -0.736 1.390
O -1.359 -0.830 -1.069
S -1.607 -0.083 0.137
H 0.207 1.216 1.340
H -0.407 2.008 -0.247
H 1.077 0.809 -1.496
H 1.687 -1.650 -0.791
H 0.242 -1.340 0.264
H 1.971 -1.020 0.756
```

For each atom in turn, the natural (NBO) charge in e is:
1 C -0.67
2 C 0.15
3 C -0.72
4 O -0.89
5 O -0.90
6 O -0.93
7 S 2.46
8 H 0.28
9 H 0.25
10 H 0.21
11 H 0.24
12 H 0.29
13 H 0.25

---

[8]
DFT (ωB97M-V/def2-TZVPD) results for a structure of composition C3H6O3Tb at a distorted geometry.

Output
ΔE to the lowest compared entry with this formula, charge and spin: 14.8977 eV
E: -31751.1395 eV
HOMO (alpha / beta): -17.045 / -17.876 eV
Total charge: +2
Gap between HOMO and LUMO (alpha / beta): 6.74 / 5.98 eV
<S²>: 16.8312
2S+1: 8

The geometry in XYZ format:
```
13
C3H6O3Tb, DFT ωB97M-V/def2-TZVPD
C 1.330 -0.799 -0.151
C 0.524 -0.412 0.981
O -0.566 0.273 0.344
C -0.610 1.567 0.610
O -1.920 1.580 0.760
Tb -3.167 -0.389 0.113
H 1.965 -1.668 0.040
H 1.937 0.084 -0.397
H 1.130 0.226 1.635
H -0.521 0.118 2.164
H -0.619 1.062 -1.909
O 0.704 -0.697 -1.972
H -0.188 -0.945 -2.220
```

For each atom in turn, the Löwdin charge in e is:
1 C 0.08
2 C -0.08
3 O -0.42
4 C -0.06
5 O -0.26
6 Tb 1.92
7 H 0.13
8 H 0.15
9 H 0.13
10 H 0.34
11 H 0.20
12 O -0.13
13 H -0.02

---

[9]
DFT (ωB97M-V/def2-TZVPD) results for a structure of composition C3H6O3V at a distorted geometry.

Output
ΔE to the lowest compared entry with this formula, charge and spin: 0.0000 eV
E: -35028.0996 eV
HOMO (alpha / beta): -11.992 / -15.420 eV
Total charge: +1
Gap between HOMO and LUMO (alpha / beta): 7.28 / 10.12 eV
<S²>: 6.0094
2S+1: 5

The geometry in XYZ format:
```
13
C3H6O3V, DFT ωB97M-V/def2-TZVPD
C 0.643 -0.001 -1.687
O 0.028 -0.492 -0.497
C 0.390 -0.001 0.765
C -0.365 1.222 1.024
O -1.618 1.167 0.688
H 0.121 -0.476 -2.522
H 0.530 1.089 -1.734
H 1.689 -0.329 -1.660
H 1.464 -0.044 0.963
H 0.066 2.066 1.569
V -1.931 -0.668 0.115
O -0.769 -1.365 1.528
H -0.249 -2.169 1.448
```

For each atom in turn, the natural (NBO) charge in e is:
1 C -0.26
2 O -0.59
3 C 0.20
4 C 0.23
5 O -0.69
6 H 0.22
7 H 0.20
8 H 0.21
9 H 0.23
10 H 0.21
11 V 1.46
12 O -0.93
13 H 0.49

---

[10]
DFT (ωB97M-V/def2-TZVPD) results for a structure of composition C3H6O4 at a distorted geometry.

Output
ΔE to the lowest compared entry with this formula, charge and spin: 0.4273 eV
E: -11396.4966 eV
HOMO (alpha / beta): -3.529 / -3.934 eV
Total charge: -1
Gap between HOMO and LUMO (alpha / beta): 7.70 / 8.07 eV
<S²>: 0.7540
2S+1: 2

The geometry in XYZ format:
```
13
C3H6O4, DFT ωB97M-V/def2-TZVPD
C -0.179 -1.901 0.667
C -0.385 -0.438 0.499
O 0.620 0.182 -0.215
H -0.925 -2.485 1.212
H 0.509 -2.440 0.010
H -0.640 -0.050 1.516
H -1.372 -0.279 -0.005
C 2.166 0.796 0.684
O 3.015 -0.129 0.749
O 2.560 1.955 0.023
H 3.278 1.710 -0.570
O 1.671 1.225 1.907
H 1.491 0.411 2.416
```

For each atom in turn, the natural (NBO) charge in e is:
1 C -0.34
2 C -0.13
3 O -0.76
4 H 0.13
5 H 0.17
6 H 0.13
7 H 0.14
8 C 1.00
9 O -0.82
10 O -0.74
11 H 0.48
12 O -0.75
13 H 0.47